No. 1
Here is a structure of composition C30H38N3O4Re from OMol25. Energies are from wB97M-V/def2-TZVPD.

```
76
Properties=species:S:1:pos:R:3:forces:R:3:lowdin_charge:R:1
Re 1.16591 0.93781 1.39176 -1.5167 1.2790 -0.7422 1.80
O 1.44760 3.22528 1.42582 0.1077 -0.3643 0.1400 0.01
O -2.63645 1.36148 1.54898 0.2118 0.1502 -0.0082 0.19
O 1.57777 1.05518 3.59113 0.2040 -0.0162 -0.7395 -0.35
O 3.21436 0.31367 1.56584 -1.0097 0.2969 0.0762 -0.35
N 0.15563 -0.84690 1.16804 0.2139 0.2380 0.2606 -0.07
N 1.11381 0.72171 -0.63824 0.3502 -0.0734 0.6530 -0.08
N -0.44016 2.08686 1.47557 1.9293 -1.8017 0.1888 -0.02
C 1.63210 1.11344 -5.70335 0.0248 -0.0550 0.1755 -0.04
C 1.64163 1.41771 -2.85796 -0.0547 -0.0765 0.0860 0.06
C -2.37106 -4.26910 0.45730 -0.1125 -0.4867 0.1480 -0.55
C -1.81382 6.49825 1.60927 0.0537 0.0362 -0.0079 0.00
C -2.59012 -4.56276 -1.02586 -0.0093 0.1196 0.0204 -0.05
C 0.65511 0.98673 4.70023 -0.3111 -0.1127 0.3050 -0.01
C -0.63978 5.75547 1.56773 0.0510 -0.0038 0.0185 0.05
C 2.92899 0.67934 3.93131 0.2584 -0.1062 -0.0460 -0.12
C 0.86263 0.07075 -4.88670 -0.0934 0.0765 -0.3493 -0.55
C -1.17546 -2.65078 1.98747 0.0405 0.0409 -0.0021 0.05
C -0.63467 0.15458 -5.26119 0.0421 -0.0243 0.1744 -0.01
C -0.76849 4.37541 1.56097 -0.2295 -0.2052 -0.0290 -0.08
C -0.36824 -1.56179 2.18636 -0.0928 -0.1387 0.1130 -0.05
C 3.77746 0.99365 2.72592 0.1173 0.3058 0.4752 -0.11
C -0.14579 -1.22509 -0.10480 -0.0218 -0.0428 0.0670 -0.16
C 1.41328 -1.32973 -5.20660 0.0400 -0.0480 0.1655 -0.02
C 1.69552 1.58620 -1.49668 0.1580 0.2041 -0.2352 -0.04
C -3.73514 -4.03807 1.13955 0.0927 0.1950 -0.1024 -0.01
C 0.20537 3.31375 1.49275 0.1167 0.5616 0.0288 -0.39
C -1.49570 -3.07001 0.68761 0.0821 0.1744 0.0051 -0.09
C -3.19485 4.48575 1.65061 -0.0702 -0.0074 0.0406 0.05
C 0.96991 0.31481 -3.40479 0.0690 0.0835 0.0738 -0.09
C 0.37194 -0.57411 -2.49340 -0.0643 -0.0438 0.1852 0.09
C -2.03919 3.74459 1.59671 0.4173 0.0798 -0.0638 -0.06
C 3.91055 -0.87360 1.09744 0.1443 -0.4682 -0.2183 0.02
C -0.95299 -2.31128 -0.35831 0.0659 0.1083 -0.0499 0.10
C -3.06134 5.87787 1.65730 -0.0056 -0.0495 -0.0022 0.02
C -1.86001 2.26490 1.54186 -0.9495 0.0276 0.0187 -0.35
C -1.67945 -5.49158 1.11195 0.0230 0.1956 -0.1304 -0.01
C 0.44802 -0.36161 -1.13962 -0.0250 -0.0555 -0.1610 -0.15
H 1.53222 0.89552 -6.76460 -0.0390 -0.0480 -0.0005 0.10
H -2.29333 -6.37470 0.94351 -0.0138 -0.0068 0.0025 0.11
H -1.64983 -4.75741 -1.54678 -0.0177 -0.0050 -0.0219 0.10
H 2.21128 2.43566 -1.06481 -0.0266 -0.0550 0.1004 0.13
H 0.85461 -2.12191 -4.70476 -0.0064 0.0007 -0.0459 0.08
H -4.16880 4.01655 1.68833 0.0076 -0.0138 -0.0193 0.14
H -3.20442 -5.45527 -1.12637 -0.0013 -0.0137 0.0090 0.10
H 2.95371 -0.38489 4.18282 -0.0549 0.0178 0.0177 0.15
H -0.15763 -1.44101 -2.86090 0.0111 0.0143 -0.0236 0.13
H 3.27752 1.25716 4.78867 -0.0780 0.0510 0.0016 0.16
H -4.37055 -4.90156 0.95184 -0.0154 -0.0133 0.0173 0.11
H 4.81038 0.69095 2.88628 0.0009 -0.0955 -0.1415 0.16
H -1.56073 -5.36791 2.18828 0.0131 -0.0163 0.0024 0.09
H 2.46191 -1.41123 -4.91411 0.0004 -0.0168 -0.0431 0.10
H 0.33138 6.23156 1.54673 -0.0176 0.0225 -0.0264 0.14
H -1.18028 -2.56556 -1.38280 -0.0088 -0.0426 0.0331 0.12
H 2.12833 2.14525 -3.48998 -0.0047 -0.0053 0.0006 0.13
H 2.69885 1.09229 -5.46890 -0.0083 0.0729 -0.0288 0.10
H -0.12344 -1.23235 3.18736 0.0240 0.0380 -0.0476 0.11
H -3.64603 -3.91397 2.21896 0.0085 -0.0219 -0.0013 0.09
H -1.22836 -0.60192 -4.74423 -0.0096 -0.0003 -0.0503 0.09
H 4.97281 -0.65538 1.01290 -0.0403 0.1473 0.0323 0.12
H 0.64058 -0.01492 5.13357 0.0526 -0.0218 -0.1009 0.11
H 0.95995 1.69892 5.46617 0.0739 0.0400 -0.0990 0.12
H 3.51676 -1.11250 0.11274 -0.0689 0.0560 0.0323 0.10
H -0.70026 -5.66641 0.66202 -0.0020 -0.0535 0.0481 0.10
H -1.76035 7.57850 1.60044 -0.0055 -0.0030 0.0381 0.13
H -1.55908 -3.17058 2.85383 -0.0126 -0.0227 -0.0249 0.14
H 1.34816 -1.50875 -6.27833 -0.0264 0.0247 -0.0131 0.11
H -0.74399 -0.00426 -6.33255 0.0129 -0.0171 -0.0123 0.11
H 1.23754 2.11854 -5.54278 0.0582 0.0198 -0.0222 0.10
H -4.22619 -3.15418 0.72756 -0.0573 -0.0378 0.0275 0.10
H -0.33191 1.25086 4.33076 0.0268 -0.0103 -0.0570 0.10
H -1.03993 1.13829 -5.01830 -0.0260 -0.0074 -0.0407 0.10
H 3.75196 -1.70888 1.77853 -0.0653 0.1001 0.0696 0.12
H -3.12520 -3.74937 -1.52260 0.0323 -0.0165 -0.0366 0.10
H -3.95077 6.49286 1.69885 -0.0027 -0.0070 -0.0099 0.14
H 3.74830 2.06332 2.51062 0.0390 -0.0474 -0.0974 0.14
```
Forces are in eV/Å.

Charge: +3
Spin multiplicity: 2
HOMO-LUMO gap (alpha / beta) (hartree): 0.2250 / 0.2397
Energy above the lowest of the compared OMol25 structures with the same formula, charge and spin (kcal/mol): 0.0
LUMO level (alpha / beta) (eV): -11.7 / -11.3
E_HOMO (alpha / beta) (Ha): -0.6542 / -0.6556



No. 2
Here is a cluster of 2 separate species, C2H8N2OP in total from OMol25. Energies are from wB97M-V/def2-TZVPD.

```
14
Properties=species:S:1:pos:R:3:forces:R:3:nbo_charge:R:1
P 0.99376 -0.80521 -1.77070 0.4252 1.8522 1.1545 0.37
O 1.27802 -2.45493 3.09125 -0.2764 0.8435 1.0757 -0.64
N 0.08613 -0.27347 -0.39055 -0.0885 0.1266 -1.0758 -0.67
N 1.47171 -3.07082 1.98031 -0.0935 -0.3852 -1.6578 -0.46
C 0.69031 0.22536 0.85039 -1.5308 0.7207 0.2325 -0.43
C -1.07353 -1.11559 -0.22646 0.0917 -0.4932 1.7077 -0.44
H 1.64650 0.49563 0.57676 2.1866 0.9513 -0.3878 0.20
H 0.98397 -2.50717 1.19319 0.4050 -0.4572 0.4664 0.15
H 0.22432 1.12223 1.41576 0.0805 -1.3979 -1.3362 0.18
H -1.41346 -1.51323 -1.15804 0.5707 -1.0378 -0.7747 0.20
H 1.95940 0.32575 -1.65700 -0.5437 -1.0082 -0.1981 -0.10
H 0.83041 -0.57493 1.54021 -0.1835 -0.7849 0.8849 0.24
H -0.78126 -1.85968 0.58512 -1.0251 0.3658 -1.0921 0.22
H -1.99551 -0.59178 -0.00441 -0.0183 0.7042 1.0007 0.18
```
Forces are in eV/Å.

Charge: -1
HOMO-LUMO gap (alpha / beta) (hartree): 0.2029 / 0.1414
Energy above the lowest of the compared OMol25 structures with the same formula, charge and spin (kcal/mol): 34.9
LUMO level (alpha / beta) (eV): 3.9 / 2.9
E_HOMO (alpha / beta) (Ha): -0.0590 / -0.0352



No. 3
Here is a structure of composition C32H29F4N6O3Ru from OMol25. Energies are from wB97M-V/def2-TZVPD.

```
75
Properties=species:S:1:pos:R:3:forces:R:3:lowdin_charge:R:1
Ru 2.59880 0.30708 -0.08262 -0.4513 0.2080 0.4331 1.31
F 7.62884 -2.62262 -3.44661 -0.0309 0.0178 -0.0296 0.15
F 3.85855 -0.27360 -4.98982 0.0435 -0.0281 0.0053 0.14
F 3.27034 0.45810 -2.50123 0.0495 -0.0627 0.0685 0.06
F 7.07858 -1.95178 -0.95404 -0.0152 -0.0080 0.0257 0.14
O 0.11392 0.33914 -1.20705 -0.0371 -0.0993 0.0105 0.09
O -9.99144 0.21075 -0.84538 -0.0562 -0.0791 0.0136 -0.04
O -0.15502 -0.57857 0.85968 -0.0568 -0.1005 -0.0490 0.05
N 1.36895 -1.56455 -0.67231 0.1051 0.0643 -0.1385 0.07
N 1.07700 2.25308 -0.44562 -0.0045 -0.1726 0.0487 0.11
N 4.73249 -0.35159 -0.39152 0.1426 -0.2812 -0.1819 0.02
N -3.69197 1.34751 -0.31815 -0.0232 0.1160 -0.0329 0.21
N -3.72122 -0.82584 0.12448 -0.0863 0.1927 -0.0868 0.20
N 3.50999 0.39247 2.05026 0.0227 -0.0485 -0.2342 -0.27
C -2.40022 1.02693 -0.10137 -0.1060 -0.1349 0.0002 -0.05
C -1.39255 3.31397 0.20456 -0.1260 0.0247 0.0805 0.04
C -5.90423 0.21088 -0.35367 -0.0578 0.0871 -0.0089 -0.16
C -6.59331 -1.00291 -0.33818 0.0513 -0.0603 0.0178 0.00
C -1.34031 -1.20150 0.47304 0.0533 0.1409 -0.0228 -0.15
C 6.28153 -1.51724 -1.91842 -0.0171 0.0238 0.0443 -0.11
C 2.78820 -0.56490 2.93132 0.0477 -0.1155 0.0071 -0.23
C -7.96135 -1.04416 -0.50066 0.0291 -0.0591 0.0077 0.01
C -0.14324 -3.31659 0.10240 -0.0454 0.0953 -0.0267 -0.01
C -4.47546 0.20827 -0.17764 0.1750 -0.1727 0.0436 -0.21
C -1.31027 -2.56407 0.27458 0.0055 -0.2503 0.0098 0.05
C 3.00994 -2.02532 2.56793 0.0349 0.0621 0.0045 -0.07
C 6.56337 -1.87297 -3.21580 0.0517 -0.0335 -0.0842 -0.19
C 3.25904 1.76905 2.55384 0.0975 0.0292 0.0452 -0.24
C 1.09690 -2.82284 -0.29807 0.0398 0.0833 0.1481 -0.09
C -1.29842 1.97949 -0.19474 -0.1663 0.1500 0.0534 -0.05
C -8.67089 0.14663 -0.68056 -0.0688 -0.0815 -0.0107 -0.27
C 5.75939 -1.46773 -4.27028 -0.0094 -0.0087 -0.0623 0.15
C -7.99037 1.37153 -0.69475 -0.0456 0.1021 -0.0114 0.03
C -0.04380 1.57126 -0.61078 0.1121 -0.0949 -0.2002 -0.28
C 0.96937 3.52613 -0.04395 0.0094 -0.0342 0.0586 -0.08
C 0.65454 -0.52590 -0.26637 0.1762 0.3148 0.0572 -0.57
C -10.73876 -1.01058 -0.82126 0.0456 0.0770 -0.0067 -0.04
C 5.13246 -0.72719 -1.59942 0.0857 0.0770 0.0640 -0.14
C 5.48000 -0.67797 0.81302 -0.1270 0.0533 0.0544 -0.16
C 4.96939 0.10714 2.02810 0.0142 -0.0097 -0.0334 -0.14
C 3.85719 2.86294 1.68137 0.0130 -0.0189 0.0804 -0.09
C -2.44213 -0.36299 0.19880 0.1168 0.0294 0.0761 -0.12
C -0.25853 4.10583 0.23421 0.0693 0.0124 -0.0150 -0.01
C 4.63794 -0.68486 -4.00051 0.0585 -0.0373 -0.1614 -0.20
C 4.33866 -0.32735 -2.72118 0.0010 0.0235 0.0270 -0.13
C -6.63084 1.39933 -0.53372 0.0985 0.0347 -0.0027 -0.02
H -4.02386 2.24261 -0.64105 -0.0140 -0.0145 -0.0120 0.16
H 3.97727 -2.39299 2.91261 -0.0203 0.0129 -0.0266 0.08
H 1.90985 -3.52462 -0.44230 -0.0293 -0.0252 0.0008 0.13
H -6.13404 2.36416 -0.53482 -0.0522 -0.0264 0.0020 0.11
H -8.47461 -1.99375 -0.48976 0.0450 0.0008 0.0078 0.11
H -10.61739 -1.51744 0.13632 -0.0098 0.0068 0.0184 0.10
H 2.94517 -2.17948 1.49020 -0.0197 -0.0103 0.0039 0.04
H 3.11085 -0.39144 3.96379 -0.0312 0.0243 0.0259 0.13
H 1.89040 4.08338 0.05703 -0.0163 -0.0152 0.0035 0.11
H -11.77525 -0.72586 -0.95490 -0.0296 0.0314 -0.0070 0.10
H -2.34117 3.72181 0.53521 0.0310 -0.0208 -0.0143 0.13
H 5.50274 1.05179 2.07591 -0.0230 0.0274 -0.0609 0.11
H 6.53744 -0.44841 0.69080 0.0536 -0.0191 0.0069 0.13
H 3.64856 1.85524 3.57357 -0.0251 -0.0046 0.0364 0.13
H 3.70732 2.66303 0.61616 -0.0336 -0.0029 -0.0917 0.05
H -0.23870 -4.39438 0.12504 0.0347 0.0128 -0.0153 0.12
H -0.31318 5.14503 0.52681 0.0091 -0.0303 -0.0051 0.13
H 2.24229 -2.63869 3.03879 0.0276 0.0129 0.0183 0.09
H 2.17661 1.88615 2.61645 -0.0553 -0.0163 -0.0113 0.11
H -6.03368 -1.91832 -0.19737 -0.0358 0.0060 -0.0045 0.12
H 5.24269 -0.44941 2.92613 0.0331 0.0521 0.0746 0.13
H 6.00110 -1.75217 -5.28648 -0.0065 0.0082 0.0243 0.16
H -8.56675 2.27707 -0.82906 0.0316 -0.0134 0.0023 0.13
H -2.27252 -3.05901 0.20161 0.0269 0.0071 0.0267 0.14
H 5.41452 -1.75529 0.98733 -0.0681 -0.0292 -0.0196 0.13
H -10.43018 -1.66655 -1.63551 -0.0025 -0.0007 -0.0203 0.10
H 3.37972 3.81401 1.91573 0.0276 -0.0066 0.0141 0.09
H 1.72832 -0.31548 2.87722 -0.0512 0.0082 -0.0427 0.11
H 4.92545 2.99712 1.84258 -0.0153 -0.0031 -0.0209 0.08
```
Forces are in eV/Å.

Charge: +2
Spin multiplicity: 6
HOMO-LUMO gap (alpha / beta) (hartree): 0.2448 / 0.1605
Energy above the lowest of the compared OMol25 structures with the same formula, charge and spin (kcal/mol): 33.8
LUMO level (alpha / beta) (eV): -5.7 / -8.0
E_HOMO (alpha / beta) (Ha): -0.4553 / -0.4533



No. 4
Here is a structure of composition C14H38FLi2N3O4 from OMol25. Energies are from wB97M-V/def2-TZVPD.

```
62
Properties=species:S:1:pos:R:3:forces:R:3:nbo_charge:R:1
F -13.69855 5.73196 10.37582 -0.2494 0.5137 -0.4133 -0.95
O -11.23608 11.00662 12.13145 1.2650 0.0889 1.4160 -0.53
O -14.17192 5.46594 16.31769 0.2576 0.4359 -0.3028 -0.57
O -15.16111 7.77534 8.78227 0.0550 -1.5746 1.1742 -1.11
O -8.78852 4.43331 9.67659 1.1715 0.8886 -1.1313 -0.57
N -11.30415 6.12914 11.74945 0.5293 0.6566 0.1509 -0.90
N -13.40784 4.20303 12.96326 0.1566 -0.5171 -1.4988 -0.87
N -11.97060 8.60810 10.78411 0.4328 1.1744 -1.9036 -0.94
C -10.19953 11.32716 13.03224 1.5032 1.2453 -1.4124 -0.26
C -9.98487 6.03905 11.11428 -1.0504 -1.0672 0.7159 -0.08
C -17.50100 7.51049 7.89743 0.8973 -0.0144 0.1821 -0.65
C -12.04916 10.07082 12.73036 -1.8795 -0.6394 -0.5558 -0.07
C -14.88098 3.07039 14.53132 1.1256 -0.9646 0.5700 -0.63
C -12.83552 9.42180 11.59647 -0.1710 -1.4491 2.7799 -0.07
C -8.76144 5.31558 8.51073 -0.2531 -0.1392 0.4959 -0.27
C -13.74326 8.37181 12.26125 -1.4452 0.4841 -0.8661 -0.63
C -9.91489 4.62516 10.58425 1.5428 -0.5322 -2.1779 -0.07
C -13.41780 5.14837 15.10384 -2.8296 0.3521 0.1415 -0.07
C -14.33600 4.35520 14.02099 1.1422 1.6147 2.9057 -0.07
C -8.92023 6.36678 12.15229 -0.8475 -1.4074 0.1364 -0.63
C -13.83726 4.68479 17.44915 -0.1081 -0.2003 -1.3400 -0.24
C -16.17086 8.25115 7.94093 1.8266 0.8817 0.5280 -0.04
Li -15.57780 5.82802 9.81672 0.9141 0.6307 -0.2173 0.07
Li -13.28118 7.52319 9.42313 -1.2462 -0.3702 0.0910 0.91
H -13.70412 3.40798 12.41535 0.2331 -0.4908 -0.2631 0.36
H -7.96934 5.93660 11.83787 0.4553 1.1417 -0.1991 0.23
H -11.70447 7.77965 11.29689 -0.0393 -0.5396 0.6107 0.42
H -14.11365 2.45377 14.99943 0.4655 -0.1929 -0.2123 0.19
H -14.53608 8.81676 12.86255 0.0831 0.0086 0.1889 0.21
H -11.11205 9.12478 10.65739 0.2594 0.1519 -0.5338 0.36
H -15.25352 4.86636 13.72949 0.2481 0.9937 0.0558 0.19
H -13.23259 7.57967 12.80883 0.3790 0.4445 0.1351 0.22
H -9.55248 11.85390 12.33083 0.5604 0.5322 0.6772 0.19
H -13.14873 6.13808 14.73484 -0.0196 -0.0574 -0.4671 0.18
H -9.08582 7.38936 12.49143 0.9277 0.1527 -0.2872 0.22
H -10.67087 4.24462 9.89739 -1.3015 0.8318 0.7233 0.20
H -15.17792 2.56983 13.60971 -0.9019 -0.4686 0.4664 0.22
H -14.36672 3.74130 17.31647 0.4312 -0.5504 0.3957 0.16
H -12.75238 4.59793 17.38909 0.1093 -0.5547 0.7981 0.16
H -18.23726 8.11430 7.36694 -0.0986 -0.2564 -0.3248 0.19
H -14.24721 7.84023 11.45407 -0.2878 -0.0620 0.0857 0.24
H -12.74572 10.54210 13.42377 -0.1911 0.2384 0.2492 0.16
H -9.58586 10.53032 13.45242 -0.4120 -0.8625 -0.3623 0.17
H -9.81407 3.88008 11.37342 0.2262 0.1204 0.1406 0.19
H -12.47986 4.62853 15.29912 -0.1865 -0.4861 0.1101 0.17
H -15.59205 3.17990 15.35015 -0.6194 0.1424 -0.6341 0.21
H -16.30683 9.30169 8.19780 -0.7041 0.4939 0.1794 0.11
H -17.89200 7.32425 8.89770 0.0837 0.1052 0.1786 0.21
H -11.38363 5.56102 12.58073 0.2584 -0.2081 0.1262 0.39
H -9.69677 5.49185 7.97952 -0.7803 -0.5274 0.4850 0.17
H -10.42146 11.94078 13.90535 -0.7590 0.3355 -0.1745 0.17
H -14.17998 5.11136 18.39184 0.0925 0.4496 -0.2221 0.18
H -8.12781 4.94732 7.70389 0.3830 -0.5730 0.5675 0.19
H -9.88534 6.73335 10.27992 -0.3832 0.1749 -0.0220 0.18
H -17.30291 6.53522 7.45279 -0.4678 -0.0764 -0.2667 0.20
H -15.64533 8.33183 6.98940 -0.7796 -0.2362 -1.0396 0.13
H -9.13201 5.74803 13.02430 -0.2868 -0.0849 0.2767 0.20
H -11.51121 9.31405 13.30133 0.3616 -0.1952 -0.0993 0.16
H -13.35335 10.23976 11.09557 -0.1910 -0.3875 -0.4526 0.20
H -13.62096 4.93779 12.30386 0.3442 0.5101 -0.5460 0.40
H -12.02729 5.79534 11.12835 -0.6027 -0.1033 -0.3392 0.42
H -8.43276 6.33478 8.71400 0.3706 -0.0049 0.5277 0.16
```
Forces are in eV/Å.

Charge: -1
Spin multiplicity: 2
HOMO-LUMO gap (alpha / beta) (hartree): 0.0688 / 0.2564
LUMO level (alpha / beta) (eV): 2.2 / 2.2
E_HOMO (alpha / beta) (Ha): 0.0114 / -0.1763



Number 1: total energy -46492.04066 eV, F_max 2.65 eV Å⁻¹. Number 2: total energy -16515.88829 eV, F_max 2.42 eV Å⁻¹. Number 3: total energy -62170.89196 eV, F_max 0.66 eV Å⁻¹. Number 4: total energy -30921.76726 eV, F_max 3.51 eV Å⁻¹.